The following is a DFT calculation (ωB97M-V/def2-TZVPD) of a 17-piece molecular cluster, C30H36Cl48N3OPS overall at a distorted geometry.

## Properties
- LUMO energy: -0.7 eV
- Total energy: -659409.917 eV
- HOMO level: -8.813 eV

Atoms and positions in Å:
C (-3.844, 2.236, -0.319)
C (-2.749, 1.215, 0.054)
C (-2.744, 0.039, -0.923)
C (-1.648, -1.004, -0.633)
C (-1.524, -1.416, 0.811)
C (-2.523, -2.102, 1.468)
S (-4.050, -2.528, 0.673)
C (-2.377, -2.469, 2.842)
C (-3.499, -3.136, 3.595)
O (-4.517, -2.218, 3.994)
C (-4.075, -0.895, 4.219)
C (-1.235, -2.159, 3.515)
C (-0.194, -1.454, 2.893)
N (0.919, -1.156, 3.623)
C (1.825, -0.460, 2.998)
C (1.678, -0.041, 1.651)
P (2.925, 1.017, 0.865)
N (2.839, 2.510, 1.359)
N (0.638, -0.360, 0.923)
C (-0.343, -1.078, 1.537)
H (-4.338, 1.923, -1.241)
H (-4.613, 2.302, 0.449)
H (-3.418, 3.219, -0.510)
H (-1.769, 1.694, -0.005)
H (-2.920, 0.828, 1.059)
H (-3.728, -0.419, -1.002)
H (-2.530, 0.440, -1.920)
H (-1.876, -1.910, -1.207)
H (-0.715, -0.644, -1.049)
H (-3.616, -3.246, -0.375)
H (-3.090, -3.679, 4.454)
H (-3.995, -3.869, 2.965)
H (-4.878, -0.387, 4.753)
H (-3.190, -0.840, 4.855)
H (-3.917, -0.343, 3.291)
H (-1.139, -2.449, 4.553)
H (2.717, -0.175, 3.547)
H (2.665, 0.913, -0.505)
H (4.183, 0.457, 1.155)
H (2.623, 3.147, 0.602)
C (-2.485, 2.992, 3.742)
Cl (-4.178, 2.491, 3.690)
Cl (-1.417, 1.586, 3.756)
Cl (-2.101, 4.056, 2.390)
H (-2.326, 3.543, 4.659)
C (3.872, 5.816, 0.973)
Cl (3.025, 6.083, -0.553)
Cl (5.353, 6.796, 1.020)
Cl (2.813, 6.168, 2.331)
H (4.151, 4.769, 1.028)
C (1.788, -1.468, -3.654)
Cl (1.553, -1.114, -1.941)
Cl (0.722, -0.469, -4.642)
Cl (3.481, -1.220, -4.089)
H (1.532, -2.504, -3.828)
C (-5.149, -7.426, 2.395)
Cl (-4.748, -6.005, 1.435)
Cl (-3.680, -8.289, 2.872)
Cl (-6.102, -6.989, 3.804)
H (-5.741, -8.090, 1.777)
C (-7.681, -7.361, -1.732)
Cl (-7.357, -5.711, -1.204)
Cl (-6.592, -8.506, -0.942)
Cl (-9.364, -7.795, -1.441)
H (-7.498, -7.416, -2.796)
C (1.915, 3.229, -6.707)
Cl (2.207, 4.913, -6.278)
Cl (2.965, 2.151, -5.789)
Cl (0.217, 2.805, -6.476)
H (2.153, 3.105, -7.755)
C (7.278, -0.540, -5.595)
Cl (6.657, -1.917, -4.680)
Cl (5.965, 0.525, -6.095)
Cl (8.482, 0.342, -4.657)
H (7.759, -0.920, -6.487)
C (-7.592, -10.654, 4.760)
Cl (-6.437, -10.059, 5.951)
Cl (-9.235, -10.175, 5.179)
Cl (-7.174, -10.096, 3.137)
H (-7.546, -11.734, 4.760)
C (5.475, 6.460, 5.863)
Cl (6.687, 7.209, 6.910)
Cl (3.844, 6.876, 6.393)
Cl (5.721, 6.919, 4.182)
H (5.586, 5.387, 5.939)
C (7.751, 0.563, 1.263)
Cl (6.819, 2.003, 0.864)
Cl (6.795, -0.906, 1.047)
Cl (9.227, 0.487, 0.295)
H (8.038, 0.625, 2.304)
C (-0.697, 1.340, -10.667)
Cl (-1.330, -0.022, -9.747)
Cl (-2.002, 2.412, -11.183)
Cl (0.497, 2.231, -9.722)
H (-0.210, 0.955, -11.552)
C (-1.802, 5.430, -8.846)
Cl (-2.075, 5.665, -7.120)
Cl (-2.949, 6.369, -9.802)
Cl (-0.142, 5.835, -9.279)
H (-1.957, 4.383, -9.072)
C (9.465, 4.326, -0.754)
Cl (7.933, 4.904, -0.107)
Cl (9.826, 5.089, -2.303)
Cl (10.774, 4.594, 0.399)
H (9.377, 3.259, -0.917)
C (-0.558, 4.416, -2.105)
Cl (-1.542, 3.321, -3.076)
Cl (0.705, 3.525, -1.261)
Cl (0.135, 5.685, -3.115)
H (-1.192, 4.883, -1.364)
C (-2.542, -9.667, -1.531)
Cl (-4.001, -10.383, -2.218)
Cl (-1.876, -8.438, -2.611)
Cl (-2.881, -8.989, 0.062)
H (-1.805, -10.451, -1.420)
C (3.404, 5.509, 10.544)
Cl (3.598, 5.951, 12.241)
Cl (4.782, 6.047, 9.588)
Cl (3.158, 3.770, 10.373)
H (2.521, 6.009, 10.168)

Atoms 1-6, force components in eV/Å:
0.148 -0.345 -0.109
-0.398 -0.114 -0.512
0.351 0.236 -0.270
-0.523 -0.287 -0.262
0.055 0.130 -0.219
0.436 -0.139 0.041